Record 1
2 unconnected molecules or ions with the total composition C3H9OS at a distorted geometry, computed with ωB97M-V with the def2-TZVPD basis set.

Computed properties:
LUMO = 3.868 eV
orbital gap = 4.97 eV
maximum force = 3.51 eV Å⁻¹
energy relative to the best compared isomer or geometry (same formula, charge and spin) = 93.2 kcal per mole
2S+1 = 1
total charge = -1
DFT total energy = -16137.0162 eV

CARTESIAN COORDINATES (ANGSTROEM)
C: 2.24348 0.29070 0.80194
O: 1.98951 -0.91056 0.16020
H: 2.09122 1.06154 0.00197
H: 1.48326 0.53430 1.51381
H: 3.24907 0.04692 1.20270
C: -1.91138 0.40535 1.01673
S: -0.88597 0.67736 -0.64086
C: -0.68407 -1.05244 -0.97678
H: -2.60402 1.36140 1.06432
H: -1.31628 0.28721 2.01463
H: -2.31936 -0.56923 0.76489
H: 0.13807 -1.24219 -1.69788
H: 1.08161 -1.13132 0.04970
H: -1.43229 -1.76348 -0.99320

Results of the Mulliken charge analysis, in e, for atoms 1 through 4: C -0.499; O -0.617; H 0.220; H 0.181

***

Record 2
A gas-phase ion, C6H10IN2O2 (charge +1) at a distorted geometry, computed with ωB97M-V with the def2-TZVPD basis set.

Computed properties:
LUMO = -3.844 eV
orbital gap = 8.86 eV
maximum force = 6.05 eV Å⁻¹
energy relative to the best compared isomer or geometry (same formula, charge and spin) = 0.0 kcal per mole
2S+1 = 1
total charge = +1
DFT total energy = -21551.8713 eV
SMILES = C=C[C@@H]1OC(=[NH2+])N(I)[C@H]1CO

CARTESIAN COORDINATES (ANGSTROEM)
C: -2.83299 0.56305 -1.66787
C: -1.55122 0.65139 -1.36472
C: -0.96641 0.09566 -0.09924
O: -0.52311 1.21252 0.74774
C: 0.74335 1.34524 0.71292
N: 1.47085 2.25315 1.28133
N: 1.34893 0.26352 -0.24065
I: 3.34249 -0.02576 -0.33844
C: 0.31204 -0.73912 -0.32570
C: 0.46203 -1.85767 0.72843
O: 1.79155 -2.30001 0.68395
H: -3.22023 0.96989 -2.58604
H: -3.54425 0.07779 -1.01960
H: -0.84252 1.14185 -2.01729
H: -1.72294 -0.43637 0.48281
H: 2.47951 2.21968 1.17060
H: 1.05279 3.00354 1.81855
H: 0.33530 -1.17893 -1.32628
H: -0.24661 -2.65984 0.48422
H: 0.21985 -1.46098 1.72977
H: 1.89158 -3.13858 1.14551

Results of the Mulliken charge analysis, in e, for atoms 1 through 4: C -0.806; C -0.352; C 0.124; O -0.326

***

Record 3
A molecular structure, C20H28Cl2N5NaO3PS3, computed with ωB97M-V with the def2-TZVPD basis set.

Computed properties:
LUMO (spin up / spin down) = 3.791 / 3.765 eV
orbital gap (spin up / spin down) = 3.23 / 5.22 eV
maximum force = 0.90 eV Å⁻¹
energy relative to the best compared isomer or geometry (same formula, charge and spin) = 0.0 kcal per mole
2S+1 = 2
total charge = -2
DFT total energy = -106043.7040 eV

CARTESIAN COORDINATES (ANGSTROEM)
Na: 0.79727 -1.59865 -0.39341
Cl: 0.70419 -4.29464 -2.97725
C: 1.21359 -2.72017 -3.65595
Cl: 0.04205 -1.44703 -3.39280
H: 1.35080 -2.86844 -4.72161
H: 2.13144 -2.42419 -3.15337
N: 3.22689 -4.02102 2.36019
C: 3.59591 -4.85182 1.27813
C: 2.68897 -4.61833 0.29430
N: 1.78418 -3.65279 0.62868
C: 2.14221 -3.26420 1.87572
C: 1.54559 -2.25150 2.62871
N: 0.56009 -1.42458 2.19936
C: 0.32567 -0.57109 3.23873
C: 1.13113 -0.82545 4.30314
N: 1.89381 -1.95962 3.95693
H: 3.95596 -3.55192 2.88309
H: 4.41393 -5.54825 1.34128
H: 2.63112 -5.11632 -0.66242
H: -0.43274 0.19317 3.15618
H: 1.20326 -0.35843 5.26999
H: 2.84659 -2.05256 4.27751
C: -5.85687 5.07953 0.95807
C: -5.81794 3.56286 0.85787
O: -4.50038 3.05492 0.85149
P: -3.82010 2.84042 -0.68137
S: -2.24248 1.58105 -0.17666
S: -1.81086 1.59629 -2.24634
O: -3.20805 4.38072 -0.71713
C: -2.45477 4.92298 -1.80004
C: -0.97677 4.94426 -1.46384
H: -6.88551 5.42534 1.09659
H: -5.44407 5.54096 0.06226
H: -5.25610 5.41489 1.80464
H: -6.35460 3.23511 -0.04328
H: -6.33228 3.12367 1.71986
H: -2.82889 5.94339 -1.95604
H: -2.63120 4.34121 -2.70657
H: -0.83387 5.34815 -0.46004
H: -0.43080 5.57141 -2.17341
H: -0.57527 3.93259 -1.50692
C: -1.99113 -3.33533 1.83972
S: -2.03572 -1.81957 0.88715
C: -3.73368 -1.89212 0.34042
O: -1.25343 -2.13392 -0.35964
H: -2.37767 -3.14477 2.84082
H: -0.93809 -3.60304 1.89835
H: -2.56000 -4.11451 1.33186
H: -4.39691 -1.87057 1.20645
H: -3.87474 -2.79973 -0.24666
H: -3.89203 -1.00570 -0.27153
N: 7.41714 2.25137 -2.57369
C: 6.47417 1.64111 -2.30897
C: 5.30257 0.87318 -1.98523
C: 4.12746 1.50547 -1.57287
C: 3.00969 0.73867 -1.27262
C: 2.97081 -0.67291 -1.34761
C: 4.19112 -1.24380 -1.76519
C: 5.33185 -0.51725 -2.08469
H: 4.09890 2.58769 -1.49741
H: 2.11735 1.28697 -0.97802
H: 4.27622 -2.33016 -1.83363
H: 6.24501 -1.01299 -2.40130

Results of the Mulliken charge analysis, in e, for atoms 1 through 4: Na 0.804; Cl -0.201; C 0.191; Cl -0.056

***

Record 4
A molecular structure, C4H11N3O at a distorted geometry, computed with ωB97M-V with the def2-TZVPD basis set.

Computed properties:
LUMO = 0.904 eV
orbital gap = 7.50 eV
maximum force = 1.95 eV Å⁻¹
energy relative to the best compared isomer or geometry (same formula, charge and spin) = 100.3 kcal per mole
2S+1 = 1
DFT total energy = -10840.8606 eV

CARTESIAN COORDINATES (ANGSTROEM)
C: 0.68359 -1.55109 -1.10347
C: 0.44784 0.36508 2.03814
N: 0.77614 -0.31527 -0.32368
N: 0.01750 -0.61018 1.03987
C: 0.17737 0.79847 -0.94045
N: -2.01658 0.13808 -0.31716
C: -1.18181 0.97089 -0.98792
O: 1.01519 1.90441 -1.12243
H: 1.84634 1.59541 -1.49837
H: 0.26148 -1.55697 1.31455
H: -1.19977 -0.43906 0.59960
H: -2.95544 0.50644 -0.23866
H: -1.54924 1.92156 -1.36802
H: -0.34780 -1.83405 -1.33530
H: 1.17071 -2.36442 -0.55780
H: 1.22550 -1.38553 -2.03295
H: 1.50315 0.24431 2.28879
H: -0.16399 0.25734 2.93447
H: 0.28982 1.35458 1.61078

Results of the Mulliken charge analysis, in e, for atoms 1 through 4: C -0.862; C -0.853; N -0.218; N -0.352

***

Record 5
C25H22N4O6S in the gas phase at a distorted geometry, computed with ωB97M-V with the def2-TZVPD basis set.

Computed properties:
LUMO = -0.740 eV
orbital gap = 7.30 eV
maximum force = 1.30 eV Å⁻¹
2S+1 = 1
DFT total energy = -55359.1537 eV
SMILES = COCCN1C(=O)/C(=C/c2ccc(Oc3ccc([N+](=O)[O-])cn3)c(OC)c2)S/C1=N\c1ccccc1

CARTESIAN COORDINATES (ANGSTROEM)
C: 1.81535 -6.55359 -0.70322
O: 2.00142 -5.61817 0.32609
C: 3.32953 -5.15928 0.42133
C: 3.40723 -4.13831 1.55560
N: 2.49863 -3.04063 1.30269
C: 2.77931 -2.10890 0.33659
O: 3.82269 -2.07060 -0.27872
C: 1.65256 -1.16981 0.16652
C: 1.73809 -0.17411 -0.73840
C: 0.78845 0.84489 -1.10573
C: 1.11260 1.70348 -2.16582
C: 0.23344 2.68229 -2.56054
C: -0.98880 2.85651 -1.91786
O: -1.89199 3.80904 -2.38960
C: -1.49674 5.05551 -2.63824
C: -2.43659 5.91223 -3.24427
C: -2.06498 7.20865 -3.49310
C: -0.77716 7.61523 -3.12714
N: -0.34750 8.96076 -3.37180
O: -1.15154 9.72485 -3.86439
O: 0.79135 9.25067 -3.07063
C: 0.07399 6.69815 -2.52089
N: -0.27900 5.45301 -2.28628
C: -1.33912 2.01554 -0.85240
O: -2.47774 2.03507 -0.11886
C: -3.46593 3.02158 -0.31458
C: -0.43631 1.02315 -0.47139
S: 0.33880 -1.60392 1.22748
C: 1.28242 -2.97630 1.92118
N: 0.96520 -3.72652 2.87385
C: -0.25394 -3.79091 3.51406
C: -0.25157 -3.98803 4.89561
C: -1.44420 -4.10901 5.57939
C: -2.65006 -4.05659 4.89761
C: -2.65595 -3.88434 3.52348
C: -1.46902 -3.74890 2.82973
H: 2.06273 -6.12317 -1.68194
H: 2.43333 -7.44617 -0.54593
H: 0.76386 -6.83172 -0.68256
H: 4.01494 -5.99374 0.63425
H: 3.64035 -4.68809 -0.52353
H: 3.10471 -4.59581 2.49757
H: 4.42258 -3.74011 1.61560
H: 2.67837 -0.15422 -1.27940
H: 2.05318 1.58850 -2.68100
H: 0.47859 3.33272 -3.38509
H: -3.41199 5.53294 -3.49949
H: -2.73219 7.91661 -3.96128
H: 1.07132 6.98303 -2.21539
H: -3.89566 2.97262 -1.31768
H: -4.23801 2.79732 0.42085
H: -3.07731 4.02677 -0.12936
H: -0.73327 0.39864 0.35499
H: 0.69369 -4.02635 5.41494
H: -1.43519 -4.25060 6.65026
H: -3.58116 -4.15770 5.43494
H: -3.59277 -3.85510 2.98633
H: -1.47304 -3.63906 1.75556

Results of the Mulliken charge analysis, in e, for atoms 1 through 4: C -0.803; O -0.191; C -0.544; C -1.145